The following is a DFT calculation (wB97M-V/def2-TZVPD) of 7 unconnected molecules or ions with the total composition C19H37Cl3O18 in a non-equilibrium geometry.

```
! RIJCOSX wB97M-V def2-TZVPD def2/J DEFGRID3
* xyz 0 1
C 1.127 5.771 -1.326
O -0.189 5.298 -0.985
C -0.259 4.702 0.154
O 0.469 4.922 1.119
O -1.357 3.939 0.238
C -1.668 3.559 1.572
H 1.840 4.961 -1.451
H 1.530 6.386 -0.571
H 1.026 6.402 -2.193
H -1.485 4.346 2.275
H -1.095 2.696 1.789
H -2.710 3.223 1.709
C 1.903 -3.454 1.502
O 0.982 -2.998 2.525
C 0.591 -1.730 2.341
O 0.938 -0.999 1.454
O -0.163 -1.377 3.376
C -0.746 -0.005 3.335
H 2.853 -2.901 1.443
H 1.599 -3.433 0.456
H 2.248 -4.411 1.744
H -1.184 0.011 4.337
H -1.540 0.107 2.586
H 0.111 0.673 3.200
C -2.316 -2.437 -6.853
O -0.899 -2.585 -6.623
C -0.295 -1.663 -5.893
O 0.873 -1.841 -5.671
O -1.034 -0.669 -5.346
C -0.396 0.154 -4.461
H -2.562 -1.389 -6.924
H -2.888 -2.867 -6.044
H -2.601 -2.892 -7.845
H -0.827 1.180 -4.516
H 0.681 0.220 -4.717
H -0.571 -0.259 -3.457
C -2.185 0.565 -0.368
O -3.093 0.361 0.753
C -3.138 -0.806 1.440
O -3.892 -0.994 2.341
O -2.342 -1.779 0.950
C -2.408 -3.085 1.603
H -1.240 0.051 -0.287
H -2.010 1.643 -0.332
H -2.785 0.203 -1.203
H -1.614 -3.661 1.046
H -3.359 -3.535 1.469
H -2.124 -2.963 2.642
C -0.290 -5.881 -4.765
O -0.837 -4.758 -4.130
C -0.105 -3.910 -3.441
O -0.604 -2.894 -3.116
O 1.152 -4.272 -3.196
C 2.104 -3.271 -2.666
H 0.697 -6.085 -4.354
H -0.370 -5.705 -5.824
H -0.889 -6.758 -4.519
H 2.940 -3.897 -2.432
H 1.696 -2.732 -1.780
H 2.406 -2.509 -3.448
C 1.243 2.052 7.818
O 1.758 3.065 7.002
C 1.180 3.201 5.789
O 0.298 2.494 5.304
O 1.794 4.194 5.174
C 1.529 4.432 3.784
H 0.267 2.320 8.251
H 1.930 1.914 8.616
H 1.118 1.086 7.300
H 0.679 3.865 3.505
H 2.406 4.273 3.116
H 1.162 5.481 3.691
Cl 1.606 2.294 1.137
C 2.982 1.412 0.421
Cl 4.510 2.037 1.050
Cl 2.959 1.537 -1.315
H 2.881 0.376 0.702
*
```

**ΔE to the lowest compared entry with this formula, charge and spin**: 43.6 kcal/mol
**E_LUMO**: 0.016 Eh
**Highest occupied orbital energy**: -10.658 eV
**Kohn-Sham gap**: 0.408 hartree